Record 1
C48H58N5NaP2SSi | ωB97M-V with the def2-TZVPD basis set

Geometry as XYZ:
```
116
Properties=species:S:1:pos:R:3:forces:R:3
S 2.1194 2.5996 -1.8217 -0.01 0.04 0.22
P -1.9939 1.3408 -1.6492 -0.13 0.03 -0.03
P 1.0863 -2.2214 -1.3178 0.03 0.22 0.25
Si 3.8996 5.1514 -0.7773 -0.13 0.13 0.00
Na 0.0075 0.3053 0.2381 0.17 0.21 0.05
N 1.9512 -3.5191 10.1300 0.00 -0.01 0.04
N 0.8325 2.7137 0.5050 -0.13 -0.17 0.05
N -1.0210 -0.1302 2.3701 -0.11 0.09 -0.04
N 1.9216 0.2791 2.0278 -0.07 -0.14 0.00
N -1.7316 -1.4767 -1.0990 0.10 0.00 0.09
C -0.7280 -4.4027 1.7419 -0.02 0.07 -0.05
C 2.5730 4.3545 0.2600 0.03 -0.04 0.01
C -3.9084 -2.2585 -1.9270 -0.10 0.07 -0.01
C 3.1261 6.0989 -2.1933 -0.06 0.06 -0.16
C -2.9583 -1.2484 -1.6228 0.08 0.06 0.08
C 0.7583 -0.6964 3.9759 0.06 -0.02 0.03
C 0.8776 -1.2021 7.7266 -0.05 0.09 -0.01
C 3.2184 -0.1572 3.8840 -0.03 0.03 -0.06
C -4.5290 0.3574 -2.5766 -0.01 0.04 0.00
C -2.9646 2.9076 -1.4285 -0.02 0.00 0.01
C 1.2523 4.2603 2.2845 0.08 0.03 -0.06
C 1.4925 -2.4483 7.8084 0.05 -0.14 0.35
C 0.1027 -3.5268 -3.5123 -0.02 -0.01 0.00
C -1.4501 -2.4850 -0.2362 0.10 -0.08 -0.10
C -5.1211 -1.9568 -2.5181 0.07 0.00 0.01
C -2.8222 -0.8269 3.5891 0.04 -0.01 -0.08
C 1.8092 3.2594 -0.2464 -0.06 0.02 -0.07
C 5.2872 4.0860 -1.4270 0.08 -0.22 0.03
C 2.7628 -1.9815 -0.5306 0.04 -0.12 0.12
C 1.3569 -5.0400 -1.9652 0.01 -0.04 -0.01
C 3.5649 -3.0765 0.1731 0.02 -0.03 -0.10
C 1.6239 -2.5441 5.4146 0.01 -0.05 0.04
C 3.1530 0.7014 1.8242 0.02 -0.01 0.00
C -2.0528 -3.9947 1.5917 -0.01 -0.03 0.02
C -0.5512 0.3221 -3.7924 -0.02 -0.03 0.00
C -0.0862 -2.9181 -0.0910 -0.22 -0.09 -0.06
C -1.2384 1.6062 -3.3332 0.01 -0.02 0.03
C 0.2213 -3.8662 0.8856 0.02 0.06 -0.01
C -1.7089 -1.0931 4.3445 0.02 0.02 0.02
C 4.7547 6.4291 0.3294 0.03 0.08 0.06
C -2.1834 2.1234 -4.4115 -0.01 0.00 -0.05
C 0.6349 -0.6365 6.4863 0.02 -0.01 0.05
C 1.8646 -3.1225 6.6489 0.02 -0.03 -0.10
C -2.0005 4.0963 -1.4188 0.04 0.01 0.01
C 4.0061 0.4605 2.9434 -0.03 -0.01 -0.01
C -5.4593 -0.6444 -2.8403 0.05 -0.01 0.04
C 1.9080 -0.2584 3.3055 -0.07 0.04 -0.02
C -3.7314 2.8245 -0.1088 0.01 0.00 0.04
C 1.7457 -3.0431 9.1031 -0.05 0.13 -0.33
C 1.0067 -1.2995 5.3205 -0.01 0.03 -0.10
C 3.6433 -1.2997 -1.5824 0.02 0.06 -0.03
C -0.5806 -0.6394 3.5830 -0.01 -0.04 -0.12
C 1.2730 -3.6245 -2.5281 -0.05 -0.07 -0.05
C -3.2973 0.0946 -1.9930 0.12 -0.16 0.01
C -2.4117 -3.0871 0.6216 0.12 0.05 0.03
C 2.2642 4.8407 1.5203 -0.01 -0.11 0.07
C -2.3327 -0.2449 2.3808 -0.02 -0.05 0.06
C 0.5871 3.1882 1.7245 -0.02 -0.04 -0.07
H -3.6814 3.0356 -2.2450 -0.02 0.06 0.00
H 2.3390 -4.0924 6.7196 0.00 0.00 0.00
H 6.1202 4.7342 -1.7180 0.03 -0.04 -0.03
H -5.8183 -2.7601 -2.7376 0.01 -0.01 0.01
H -4.2852 3.7507 0.0783 0.00 0.00 -0.01
H 4.4935 -2.6433 0.5607 0.00 0.00 -0.04
H 4.0804 7.2360 0.6303 0.01 -0.02 0.00
H 1.9089 -3.0540 4.5035 -0.01 0.00 0.00
H 2.2005 -3.3946 -3.0641 0.01 -0.01 -0.03
H 2.1955 -5.1732 -1.2818 0.02 0.03 0.02
H -1.1637 3.9211 -0.7363 -0.06 -0.02 0.01
H -4.7842 1.3813 -2.8305 0.00 -0.01 -0.01
H 1.4674 -5.7632 -2.7822 0.01 0.00 0.01
H -3.8528 -1.0400 3.8302 0.00 -0.01 0.00
H 0.4450 -5.2893 -1.4186 0.00 0.02 -0.01
H 5.0497 0.7258 3.0263 0.00 0.00 0.00
H -3.4417 -2.7635 0.5465 0.00 0.01 0.03
H 3.8405 -3.8846 -0.5105 -0.01 -0.02 0.00
H 3.1548 -0.4206 -2.0067 -0.01 -0.01 0.00
H -1.5719 4.2848 -2.4044 0.00 -0.01 0.00
H 0.1558 0.3306 6.4079 0.00 -0.01 0.00
H -2.5203 5.0045 -1.0954 0.00 0.00 -0.02
H -6.4148 -0.4082 -3.2924 0.00 0.00 0.00
H 1.2380 -4.2165 0.9744 0.10 0.00 0.00
H 5.1457 5.9617 1.2383 0.02 0.03 -0.03
H -1.6508 2.1827 -5.3671 -0.01 0.02 0.00
H -0.4448 -5.1140 2.5080 0.00 -0.01 -0.01
H -3.0346 1.4510 -4.5516 0.03 -0.01 0.01
H -2.8155 -4.3866 2.2577 0.00 0.01 -0.01
H 3.8795 6.5994 -2.8103 -0.01 0.00 0.02
H 0.1880 -0.0252 -3.0705 -0.02 0.03 0.03
H -0.8471 -3.6614 -2.9855 0.01 0.01 0.00
H -0.1780 2.6564 2.2864 0.00 0.00 -0.03
H -0.4555 2.3467 -3.1358 0.01 -0.03 -0.03
H 4.5796 -0.9686 -1.1227 0.00 -0.01 -0.01
H 3.4229 1.1675 0.8820 0.00 0.00 0.01
H 5.5960 6.8818 -0.2047 -0.02 -0.01 0.01
H -1.2775 -0.4859 -3.9303 -0.02 0.04 0.00
H -2.5688 3.1212 -4.1897 -0.02 -0.01 0.02
H -4.4407 1.9942 -0.1048 0.01 0.00 -0.02
H 3.9009 -1.9855 -2.3971 0.00 0.00 0.01
H 1.0132 4.6045 3.2820 0.00 0.01 0.00
H 3.0428 -3.4988 1.0264 -0.07 -0.05 0.04
H 0.5945 -0.6833 8.6331 0.00 0.00 0.00
H 2.5654 5.4011 -2.8187 0.01 0.03 0.02
H 0.1729 -4.3016 -4.2836 0.01 -0.01 0.01
H 5.6438 3.3830 -0.6690 0.00 0.03 -0.01
H 2.8300 5.6685 1.9354 0.00 0.03 -0.01
H -3.6616 -3.2864 -1.6907 -0.02 0.00 -0.03
H -2.9195 0.0572 1.5194 0.01 0.01 0.02
H 4.9475 3.5015 -2.2808 0.03 0.02 0.01
H 2.5426 -1.2235 0.2264 -0.08 -0.01 0.00
H -1.6792 -1.5695 5.3130 0.01 0.02 0.00
H 0.0649 -2.5497 -3.9951 0.01 -0.01 0.01
H -0.0455 0.4962 -4.7485 0.00 0.00 0.00
H 2.4332 6.8533 -1.8106 0.01 0.01 -0.02
H 3.5080 -0.4664 4.8774 0.00 -0.01 -0.01
H -3.0401 2.6752 0.7259 0.01 0.01 -0.02
```
Forces are in eV/Å.

Properties
electronic energy	-3670.5116	a.u.
highest occupied orbital energy	-1.570	eV
total charge	-2
LUMO	3.64	eV
orbital gap	0.191	Eh

Here are the Löwdin charges for atoms 1 to 99, given in e: 0.519 1.110 1.104 0.461 0.120 0.123 0.003 0.072 0.075 0.019 -0.128 -0.281 -0.058 -0.196 -0.328 -0.054 -0.031 -0.057 -0.135 -0.580 -0.093 -0.248 -0.134 -0.330 -0.130 -0.097 -0.809 -0.207 -0.549 -0.126 -0.115 -0.002 -0.175 -0.114 -0.146 -0.299 -0.554 -0.126 -0.056 -0.209 -0.123 -0.012 -0.026 -0.120 -0.093 -0.142 -0.263 -0.135 -0.197 -0.186 -0.147 -0.261 -0.544 -0.299 -0.060 -0.113 -0.175 -0.172 0.078 0.114 0.017 0.085 0.067 0.070 0.020 0.128 0.090 0.052 0.058 0.086 0.066 0.077 0.070 0.075 0.099 0.060 0.036 0.062 0.128 0.069 0.075 0.071 0.025 0.068 0.079 0.064 0.092 0.019 0.020 0.071 0.098 0.044 0.071 0.098 0.016 0.068 0.056 0.062 0.060

---

Record 2
C48H60Cl2FeIN12O4 | ωB97M-V with the def2-TZVPD basis set

Geometry as XYZ:
```
128
Properties=species:S:1:pos:R:3:forces:R:3
I -0.0181 -0.1734 -0.6160 -0.07 0.16 0.02
Fe -0.8210 0.4304 -3.1998 2.52 -0.47 0.72
Cl 0.4137 2.6407 -4.7377 -0.08 0.57 -1.42
Cl -2.8255 0.5889 -3.6574 -2.15 0.10 -0.40
O 1.5435 3.4591 -5.0435 0.34 -0.23 0.80
O -0.6827 3.3972 -4.2733 -0.86 0.99 0.41
O 0.7162 1.6861 -3.6445 0.79 -0.44 0.31
O 0.0620 1.8991 -5.9041 -0.19 -0.42 -0.18
N -4.9787 2.1092 -0.9966 -0.37 0.64 -0.65
N -5.3163 -3.3972 -0.1410 1.03 0.43 -1.18
N 1.8068 -0.7749 -5.1424 -0.85 -0.46 -0.97
N -1.4201 -4.7076 -1.6617 1.43 -1.07 -0.02
N 4.7836 -1.1916 2.0033 -1.17 0.02 0.59
N 4.1076 0.0086 -1.4507 -1.06 0.81 0.95
N -0.9897 -2.7271 4.9119 0.77 0.38 0.77
N -2.6089 0.2650 3.5531 -0.72 0.83 0.29
N 2.8261 4.6968 0.5550 -0.79 -0.79 0.97
N -1.6772 3.2564 -0.2755 -0.34 -1.12 1.85
N 4.5730 -3.7560 -0.0298 0.48 -0.46 0.53
N 0.0009 3.7719 3.6064 -0.64 0.18 -0.91
C 4.7353 -4.7222 0.9589 0.82 -0.20 -1.06
C -0.3271 -1.5005 -5.2382 0.70 0.87 1.30
C 1.2597 2.3114 4.6611 1.48 0.72 1.42
C -0.0800 -2.3488 2.9097 -1.03 -0.37 -0.54
C 0.5276 4.4548 4.6514 0.50 -0.31 0.35
C 3.8862 1.0849 -3.4047 1.69 -1.61 -0.95
C -6.6017 0.7650 -1.6440 -1.73 0.28 -1.04
C -6.9975 2.1055 -1.9976 0.13 -0.78 0.31
C 2.7067 4.9287 -1.6111 -0.51 -0.62 -0.73
C 0.5946 -5.7074 -1.3967 -0.67 1.15 0.25
C 1.6582 4.0568 0.1378 0.93 0.35 2.64
C 3.9975 -0.0727 2.2921 1.67 -1.17 -0.67
C 4.8398 0.9962 2.1251 0.06 0.67 -0.23
C -3.2457 1.2894 4.2081 2.23 0.18 1.80
C -5.9507 2.8774 -1.6020 0.41 1.52 0.28
C 0.2418 -1.7193 -3.9306 0.24 0.18 0.60
C -2.2578 3.0370 0.9718 -0.60 0.51 -0.85
C 1.5809 -1.2790 -3.9275 -1.46 -0.11 1.17
C 3.2995 -3.2964 0.0285 -0.72 1.40 -1.20
C -4.1747 -2.2858 -1.6812 1.38 0.71 -1.80
C 0.0995 -1.8896 5.0944 -0.19 -0.33 0.55
C -5.3908 0.8205 -1.0731 0.97 -0.72 0.45
C -3.3609 -2.3138 -0.5078 -1.23 -0.92 0.22
C -4.3976 1.6171 3.6070 -1.08 -0.76 -0.63
C -1.4894 -5.9404 -2.2441 -0.67 -0.21 -0.30
C -0.2800 -6.5992 -2.0798 -0.16 0.38 -0.33
C 3.5374 -4.8921 1.5719 -0.86 0.42 0.93
C 3.4829 5.1966 -0.5179 -0.11 0.38 -0.57
C 0.4504 2.4790 3.5991 -0.96 0.31 -0.82
C 1.5270 4.1818 -1.1722 1.24 0.56 -2.52
C 1.3433 3.5950 5.3410 -0.30 -0.72 -0.01
C -0.1565 -4.5593 -1.1501 -0.11 0.24 0.18
C -1.4330 4.5756 -0.4152 0.06 0.37 -1.02
C -2.5259 4.2786 1.5350 0.58 -0.84 -0.67
C -5.3314 -2.9529 -1.4569 -0.61 -1.01 0.73
C 4.7556 -0.0840 -3.5572 -0.63 0.80 -0.25
C 0.6572 -1.6445 3.8586 0.52 0.93 1.01
C -1.1038 -2.9820 3.5957 -0.04 -0.85 -1.73
C -1.9565 5.2454 0.6484 -0.55 0.07 0.47
C 4.8132 -0.6886 -2.3232 1.30 -1.50 -1.85
C -4.0992 -3.0655 0.3935 0.23 0.42 0.45
C 6.0563 -0.8410 1.7229 0.29 -0.23 -0.25
C 6.1531 0.5121 1.7589 -0.60 1.14 0.36
C -3.4292 -0.0735 2.5352 0.66 -1.70 -1.43
C 3.5642 1.0803 -2.1019 -1.65 0.56 1.34
C 0.6651 -0.8776 -5.9041 1.65 0.88 -2.00
C 2.6148 -3.9384 0.9872 -0.16 -1.81 1.42
C -4.5510 0.7009 2.5156 0.29 -0.08 0.54
H -1.8765 -3.6327 3.1988 0.17 0.13 0.19
H 1.8917 1.4690 4.9110 -0.37 -0.12 -0.06
H 0.0235 -3.6067 -0.6711 0.53 -0.16 0.07
H -2.7859 1.6451 5.1190 -0.12 0.32 -0.09
H -3.8202 -1.8651 -2.6485 -0.62 -0.26 0.91
H -6.0788 -3.9134 0.2456 0.15 -0.19 0.44
H 4.5262 2.0348 2.1626 0.17 -0.21 0.19
H -1.3575 -1.4079 -5.5016 -0.41 -0.62 -0.17
H 5.2787 -1.6245 -2.0780 0.21 -0.06 0.17
H 0.0048 -7.5678 -2.4724 -0.26 0.14 0.04
H -0.2966 -2.0884 -3.0719 0.20 -0.39 0.05
H 6.8058 -1.5780 1.5170 0.11 -0.22 -0.09
H -4.7756 -0.0076 -0.8019 0.35 -0.11 0.33
H -1.3977 -3.2844 5.6558 -0.05 0.46 -0.41
H 2.9840 -0.2647 2.5867 -0.15 0.53 -0.15
H 5.2033 -0.4207 -4.4881 0.06 -0.01 0.35
H -5.4037 0.5108 1.9008 -0.20 0.29 -0.40
H 5.6700 -5.2808 1.0000 -0.36 0.28 0.23
H -2.5668 2.0258 1.2057 0.03 0.19 0.32
H -6.0923 -3.4019 -2.0812 0.00 0.72 -0.25
H -2.0250 6.3161 0.7254 0.21 0.08 0.15
H -4.0581 2.4421 -0.7258 -0.46 -0.16 -0.04
H 2.9582 5.1309 -2.6484 -0.07 0.06 0.29
H -5.8233 3.9548 -1.6853 0.01 -0.33 0.09
H 2.9176 -2.4908 -0.5886 0.27 -0.22 -0.21
H 1.5583 -3.9272 1.2493 0.46 0.44 -0.22
H 7.0423 1.1221 1.5806 -0.48 -0.35 0.04
H -3.0816 -0.8830 1.8965 -0.46 0.27 -0.07
H 0.7162 -0.3638 -6.8612 -0.39 -0.42 0.16
H 0.7766 3.7388 -1.8248 0.32 0.23 0.27
H 0.0835 1.8249 2.8235 0.19 -0.17 0.01
H 3.7846 -0.3203 -0.5452 0.35 0.37 -0.17
H 0.3552 -1.6088 6.1104 0.13 0.16 -0.38
H -1.7008 -0.1373 3.7582 -0.29 0.17 -0.06
H 0.3371 5.4902 4.8397 -0.25 0.25 -0.08
H -0.6524 4.1293 2.9046 0.29 -0.14 0.37
H 5.2738 -3.4735 -0.6970 -0.17 -0.01 0.20
H -2.4215 -6.1645 -2.7665 0.52 -0.42 0.21
H 3.0957 4.7396 1.5318 0.01 0.05 -0.52
H 1.4640 -0.9460 3.6508 -0.20 -0.35 0.23
H -3.0906 4.4277 2.4329 -0.03 0.12 0.26
H 2.6780 -0.4364 -5.4908 0.28 0.33 0.12
H 2.8177 1.6371 -1.5766 -0.09 0.55 0.14
H 4.4222 5.7308 -0.4320 -0.22 -0.16 0.00
H 1.0718 3.6077 0.9081 -0.45 -0.30 0.08
H -2.3786 -1.8707 -0.3730 -0.25 -0.12 0.02
H 1.6489 -5.8086 -1.1409 -0.47 -0.16 -0.07
H 2.2707 -1.0779 -3.1084 -0.21 -0.55 -0.30
H 1.8374 3.8200 6.2824 0.06 -0.10 -0.38
H -5.1377 2.2825 3.9919 -0.16 0.43 0.02
H -7.9462 2.4215 -2.4334 0.53 -0.05 0.10
H -0.8619 4.9472 -1.2440 -0.26 0.12 -0.15
H -3.8232 -3.3932 1.3740 -0.08 0.08 0.40
H 0.1116 -2.3361 1.8385 -0.34 -0.02 0.33
H -7.1566 -0.1200 -1.9099 0.08 -0.14 0.22
H 3.5498 1.7158 -4.2129 -0.01 0.26 0.34
H 4.4140 -2.1258 1.9935 0.06 -0.20 0.07
H 3.3074 -5.5146 2.4474 0.26 0.17 -0.72
H -2.1741 -4.0564 -1.5417 -0.18 0.16 -0.03
H -1.4999 2.4383 -0.8484 0.60 0.57 -0.26
```
Forces are in eV/Å.

Properties
⟨S²⟩	6.010
electronic energy	-5304.7065	a.u.
highest occupied orbital energy (alpha / beta)	-5.805 / -5.811	eV
total charge	-1
LUMO (alpha / beta)	2.08 / 2.08	eV
multiplicity	5
orbital gap (alpha / beta)	0.290 / 0.290	Eh

Here are the Löwdin charges for atoms 1 to 99, given in e: 0.193 0.087 0.643 0.105 -0.307 -0.324 -0.484 -0.326 0.050 0.023 0.049 0.027 0.010 0.040 0.006 0.051 0.010 0.033 0.019 0.023 -0.146 -0.111 -0.118 -0.125 -0.155 -0.097 -0.123 -0.107 -0.084 -0.102 -0.147 -0.106 -0.105 -0.167 -0.155 -0.193 -0.144 -0.138 -0.183 -0.152 -0.128 -0.196 -0.143 -0.113 -0.151 -0.120 -0.099 -0.158 -0.163 -0.123 -0.110 -0.149 -0.165 -0.119 -0.134 -0.107 -0.116 -0.154 -0.105 -0.198 -0.140 -0.174 -0.104 -0.177 -0.157 -0.159 -0.113 -0.098 0.106 0.082 0.066 0.109 0.077 0.135 0.085 0.084 0.090 0.081 0.041 0.102 0.081 0.152 0.077 0.085 0.084 0.107 0.085 0.109 0.088 0.116 0.091 0.106 0.099 0.080 0.094 0.090 0.117 0.078 0.099